Record 1
The following is a quantum chemistry calculation of a 2-piece molecular cluster, C4H14Cl3N2O4P2S overall, from the OMol25 dataset.

```
! RIJCOSX wB97M-V def2-TZVPD def2/J DEFGRID3
* xyz 1 1
Cl -2.47 4.85 -2.93
Cl -2.28 3.86 -0.21
Cl -4.87 4.07 -1.49
S -0.86 -4.07 1.19
P -1.63 -2.46 0.55
P -1.04 0.61 0.43
O -2.44 0.40 0.78
O -0.09 1.46 1.33
O 0.35 -1.15 1.72
O -0.70 1.07 -1.02
N 3.27 -0.24 1.41
N -0.29 -1.08 0.47
C -3.17 3.75 -1.75
C 1.97 -0.69 -0.72
C 0.63 -1.42 -0.67
C 3.08 -1.12 0.26
H -0.15 1.85 -1.10
H 1.83 0.39 -0.66
H 4.01 -1.18 -0.31
H 0.04 -1.22 -1.56
H -0.26 1.41 2.28
H 3.17 -0.71 2.30
H -2.61 -1.79 1.27
H 2.32 -0.88 -1.74
H 0.85 -1.99 1.71
H 2.66 0.56 1.40
H 0.79 -2.50 -0.61
H 2.89 -2.15 0.59
H -3.06 2.74 -2.11
H -1.97 -2.36 -0.80
*
```

Kohn-Sham gap	9.103	eV
strongest force on any atom	0.33	eV/Å
calculated total energy	-82519.3401	eV

Löwdin atomic charge list, values in e, 5 entries:
1 Cl 0.56
2 Cl 0.54
3 Cl 0.57
4 S 0.34
5 P 0.46

---

Record 2
The following is a quantum chemistry calculation of C4H14CuO6 as an isolated structure at a distorted geometry, from the OMol25 dataset.

```
! RIJCOSX wB97M-V def2-TZVPD def2/J DEFGRID3
* xyz 0 2
Cu 0.54 -0.91 0.72
O -2.98 -0.42 -0.97
O 2.38 0.84 0.41
O 0.09 -1.78 2.14
O -0.96 0.45 1.14
O 0.62 -0.23 -1.29
O 1.80 -1.98 -0.51
C 1.25 0.98 -1.73
C -2.32 0.05 1.25
C -3.26 0.42 0.12
C 2.55 1.08 -0.96
H -2.67 0.36 2.22
H 3.21 0.31 -1.38
H -2.11 -0.29 -1.26
H 0.69 -2.24 2.73
H 3.14 0.41 0.82
H 1.29 -0.95 -1.44
H 0.46 1.70 -1.52
H -0.78 0.72 2.08
H 2.58 -2.02 0.04
H 1.41 0.89 -2.80
H -2.35 -1.03 1.32
H -3.19 1.46 -0.32
H -4.31 0.14 0.39
H 2.93 2.06 -1.20
*
```

Kohn-Sham gap (alpha / beta)	9.347 / 9.254	eV
strongest force on any atom	3.63	eV/Å
calculated total energy	-61296.8957	eV

Löwdin atomic charge list, values in e, 5 entries:
1 Cu 0.65
2 O -0.06
3 O -0.07
4 O -0.34
5 O -0.11

---

Record 3
The following is a quantum chemistry calculation of a 2-piece molecular cluster, C4H14N overall at a distorted geometry, from the OMol25 dataset.

```
! RIJCOSX wB97M-V def2-TZVPD def2/J DEFGRID3
* xyz 1 1
N 0.02 1.27 1.02
C 1.24 -1.92 0.14
C -0.27 -1.95 0.48
C -0.56 1.14 -1.42
C -0.62 1.96 -0.17
H 0.26 1.97 1.73
H -1.30 0.36 -1.50
H 1.62 -2.93 0.06
H 1.38 -1.59 -0.89
H -0.80 1.72 -2.31
H -0.81 -1.29 -0.20
H 0.92 0.87 0.74
H 0.41 0.70 -1.65
H -1.64 2.22 0.10
H -0.58 -2.99 0.45
H 1.88 -1.30 0.76
H -0.54 0.54 1.47
H -0.04 2.87 -0.30
H -0.55 -1.63 1.50
*
```

Kohn-Sham gap	11.984	eV
strongest force on any atom	1.11	eV/Å
energy relative to the best compared isomer or geometry (same formula, charge and spin)	0.582	eV
calculated total energy	-5858.2714	eV

Löwdin atomic charge list, values in e, 5 entries:
1 N 0.20
2 C -0.15
3 C -0.15
4 C -0.08
5 C -0.17

---

Which formula does entry 2 have?
C4H14CuO6